(1)
C3H3NO | ωB97M-V with the def2-TZVPD basis set

Its energy above the lowest of the compared OMol25 structures with the same formula, charge and spin is 45.10 kcal per mole.

Each line ends with the Löwdin charge.
Cartesian coordinates (Å):
N (2.1155, 0.6567, 0.4471)  0.19
C (1.1040, 0.2424, 0.0803)  -0.32
C (-0.0274, -0.6792, -0.0698)  -0.11
C (-1.0339, 0.4500, -0.1137)  -0.29
O (-2.0273, 0.6182, 0.5278)  0.10
H (0.0913, -1.1889, -1.0295)  0.13
H (-0.0774, -1.3866, 0.7645)  0.13
H (-0.1449, 1.2874, -0.6066)  0.17


(2)
C3H3NO2 | ωB97M-V with the def2-TZVPD basis set

Its energy above the lowest of the compared OMol25 structures with the same formula, charge and spin is 57.20 kcal per mole. The net charge is -2.

Each line ends with the Löwdin charge.
Cartesian coordinates (Å):
C (-2.5511, 0.3134, -0.1303)  0.00
C (-14.5881, -0.5208, -0.0583)  -0.08
C (-1.8353, -0.1149, 0.7375)  0.00
N (-14.3546, 0.7325, -0.2655)  -0.26
O (-14.3618, 1.9101, 0.1428)  -0.24
O (-14.8186, -2.1391, 0.0232)  -0.43
H (-3.1797, 0.8089, -0.8104)  0.00
H (-1.2070, -0.5809, 1.4367)  0.00
H (10.2371, -0.2569, -0.8316)  -1.00


(3)
C3H3NO2 | ωB97M-V with the def2-TZVPD basis set

Its energy above the lowest of the compared OMol25 structures with the same formula, charge and spin is 84.90 kcal per mole.

Each line ends with the Löwdin charge.
Cartesian coordinates (Å):
O (-0.6751, 1.5505, 0.4578)  0.04
C (-0.2259, 0.3242, 0.0933)  -0.35
C (-0.9460, -0.8210, 0.0526)  -0.11
O (-0.2021, -1.8667, -0.2405)  -0.04
C (1.1299, -0.0061, -0.1422)  -0.14
N (1.3629, -1.2181, -0.5167)  0.20
H (-0.3034, 2.1951, -0.1537)  0.11
H (1.8870, 0.6791, 0.2338)  0.14
H (-2.0273, -0.8370, 0.2157)  0.15


(4)
C3H3NO2 | ωB97M-V with the def2-TZVPD basis set

Its energy above the lowest of the compared OMol25 structures with the same formula, charge and spin is 45.56 kcal per mole.

Each line ends with the Löwdin charge.
Cartesian coordinates (Å):
N (-1.4134, -2.1807, 0.5547)  0.17
C (-0.6935, -1.2926, 0.3865)  -0.15
C (0.1877, -0.1224, 0.2357)  -0.36
O (1.4546, -0.4991, -0.2010)  0.02
C (-0.4613, 0.9551, -0.6459)  -0.20
O (0.1527, 1.5725, -1.4708)  0.10
H (0.2472, 0.3401, 1.2359)  0.16
H (2.0468, 0.0673, 0.3002)  0.11
H (-1.5207, 1.1598, -0.3954)  0.14


(5)
C3H3NO2 | ωB97M-V with the def2-TZVPD basis set

Its energy above the lowest of the compared OMol25 structures with the same formula, charge and spin is 127.66 kcal per mole.

Each line ends with the Löwdin charge.
Cartesian coordinates (Å):
O (-1.1520, 1.4070, -1.1447)  0.07
C (-0.1467, 0.7160, -0.3258)  -0.38
N (0.4837, 1.5798, -1.0393)  0.28
O (2.0261, -0.7616, 0.5309)  0.01
C (0.9032, -1.0327, 0.9241)  -0.31
C (-0.2939, -0.3108, 0.5366)  -0.04
H (-1.2641, 0.8805, -1.9608)  0.15
H (0.7270, -1.9002, 1.5938)  0.11
H (-1.2832, -0.5780, 0.8851)  0.10


(6)
C3H3NO2 | ωB97M-V with the def2-TZVPD basis set

Its energy above the lowest of the compared OMol25 structures with the same formula, charge and spin is 57.02 kcal per mole.

Each line ends with the Löwdin charge.
Cartesian coordinates (Å):
N (1.7693, 2.0773, 0.5532)  0.16
C (0.9583, 1.2559, 0.4470)  -0.13
C (-0.1088, 0.1982, 0.2989)  -0.35
O (-0.0893, -0.7959, 1.3031)  0.00
C (-0.2434, -0.4614, -1.0142)  -0.24
O (-0.3634, -1.6542, -1.0608)  0.08
H (-1.1620, 0.7998, 0.2824)  0.20
H (-0.4114, -1.6732, 1.1647)  0.09
H (-0.3494, 0.2535, -1.9744)  0.17


(7)
C3H3NO2 | ωB97M-V with the def2-TZVPD basis set

Its energy above the lowest of the compared OMol25 structures with the same formula, charge and spin is 181.66 kcal per mole.

Each line ends with the Löwdin charge.
Cartesian coordinates (Å):
C (0.9110, 0.5187, -0.7376)  0.00
C (-0.0346, 0.0533, 0.0026)  -0.01
C (1.3190, -0.3128, 0.4906)  -0.10
N (-1.9950, -0.0492, 0.0344)  -0.32
O (-2.4033, -1.1342, -0.1815)  0.10
O (-2.4938, 0.9940, 0.2641)  0.10
H (1.2800, 1.0583, -1.5737)  0.09
H (1.6939, -1.3184, 0.3409)  0.08
H (1.7229, 0.1903, 1.3602)  0.07


(8)
C3H3NO2 | ωB97M-V with the def2-TZVPD basis set

Its energy above the lowest of the compared OMol25 structures with the same formula, charge and spin is 84.68 kcal per mole.

Each line ends with the Löwdin charge.
Cartesian coordinates (Å):
O (0.6866, 0.9553, -1.0300)  0.08
C (-0.0263, 0.1289, -1.5284)  -0.26
O (-0.7459, -0.8186, -0.8495)  0.10
C (-0.5075, -0.6798, 0.4948)  -0.54
N (-0.8019, -1.1672, 1.5972)  0.25
C (0.2854, 0.2268, 1.2013)  0.03
H (-0.1765, 0.0466, -2.6048)  0.15
H (1.3590, 0.0746, 1.3043)  0.10
H (-0.0729, 1.2335, 1.4152)  0.10


(9)
C3H3NO2 | ωB97M-V with the def2-TZVPD basis set

Its energy above the lowest of the compared OMol25 structures with the same formula, charge and spin is 169.06 kcal per mole.

Each line ends with the Löwdin charge.
Cartesian coordinates (Å):
C (1.5878, -0.6693, 0.2580)  -0.19
C (-0.8198, 0.1125, -0.5907)  -0.17
C (0.6083, 0.3395, 0.0297)  0.02
N (2.3409, -1.5008, 0.4733)  0.19
O (-1.6372, -0.0957, 0.5404)  -0.19
O (-0.6972, 0.1883, 1.5021)  -0.08
H (-1.2543, 1.0135, -1.1966)  0.15
H (-0.9847, -0.8358, -1.1143)  0.12
H (0.8562, 1.4478, 0.0981)  0.15


(10)
C3H3NO2 | ωB97M-V with the def2-TZVPD basis set

Its energy above the lowest of the compared OMol25 structures with the same formula, charge and spin is 70.39 kcal per mole.

Each line ends with the Löwdin charge.
Cartesian coordinates (Å):
O (-2.3101, -0.7199, -0.0624)  0.17
C (-1.4620, 0.0310, 0.2333)  -0.16
C (-0.4706, 0.8474, 0.5492)  -0.24
O (0.0000, 1.7433, -0.3884)  -0.03
H (-0.0481, 0.8210, 1.5501)  0.12
H (0.6987, 1.3013, -0.8996)  0.06
C (1.3501, -1.3256, -0.3274)  -0.06
N (1.9729, -0.5942, -0.9677)  0.08
H (0.7649, -2.0028, 0.2622)  0.07


(11)
C3H3NO2S | ωB97M-V with the def2-TZVPD basis set

Its energy above the lowest of the compared OMol25 structures with the same formula, charge and spin is 63.59 kcal per mole.

Each line ends with the Löwdin charge.
Cartesian coordinates (Å):
O (-0.4304, 2.0535, -0.0193)  0.09
C (-0.5758, 0.8429, -0.0070)  -0.49
O (-1.8355, 0.3009, 0.0623)  0.03
N (-1.7792, -1.0977, -0.0929)  0.03
C (-0.4110, -1.3818, -0.0909)  -0.11
C (0.3731, -0.2843, -0.0629)  -0.53
S (2.1366, -0.0626, 0.0180)  0.82
H (-2.2235, -1.4298, 0.7500)  0.14
H (-0.0578, -2.4158, -0.0359)  0.13
H (2.3586, -1.3653, 0.2697)  -0.13


(12)
C3H3NO2S2 | ωB97M-V with the def2-TZVPD basis set

Its energy above the lowest of the compared OMol25 structures with the same formula, charge and spin is 52.33 kcal per mole.

Each line ends with the Löwdin charge.
Cartesian coordinates (Å):
O (-3.1226, -0.1284, 0.0791)  0.12
C (-1.9470, -0.2252, -0.0872)  -0.49
C (-0.9427, -1.3061, -0.2428)  0.01
C (0.2379, -0.7338, -0.0002)  -0.78
S (1.8082, -1.4068, 0.0778)  0.87
N (0.0888, 0.5576, 0.3766)  -0.43
S (1.2287, 1.7756, -0.2111)  0.84
O (-1.2698, 0.9463, 0.0761)  0.01
H (-1.2733, -2.2665, -0.5190)  0.11
H (1.3957, -2.6207, -0.2062)  -0.12
H (1.7154, 2.1300, 0.9608)  -0.14


(13)
C3H3NO3 | ωB97M-V with the def2-TZVPD basis set

Its energy above the lowest of the compared OMol25 structures with the same formula, charge and spin is 36.76 kcal per mole.

Each line ends with the Löwdin charge.
Cartesian coordinates (Å):
O (2.4293, 0.7338, 0.8093)  0.12
C (1.7746, 0.6014, -0.1802)  -0.27
N (0.3417, 0.5938, -0.1741)  0.10
C (-0.2999, -0.5146, 0.3380)  -0.43
O (0.2718, -1.4352, 0.8675)  0.12
C (-1.8248, -0.5203, 0.1512)  -0.16
O (-2.4674, -1.4917, 0.4366)  0.11
H (2.2152, 0.4253, -1.1748)  0.14
H (-0.1440, 1.2090, -0.8148)  0.14
H (-2.2965, 0.3983, -0.2587)  0.12


(14)
C3H3NO3S | ωB97M-V with the def2-TZVPD basis set

Its energy above the lowest of the compared OMol25 structures with the same formula, charge and spin is 153.42 kcal per mole.

Each line ends with the Löwdin charge.
Cartesian coordinates (Å):
C (0.5123, 0.5405, -1.2344)  -0.16
C (0.7367, -0.1439, -0.1160)  -0.13
C (-0.8530, -0.1313, 1.6423)  -0.31
N (-1.9113, 0.5761, 1.3148)  0.17
O (-0.4830, -0.7468, 2.6075)  0.11
O (1.7281, -1.7902, -2.1672)  -0.34
O (3.2437, -0.0682, -1.0418)  -0.35
S (1.9145, -0.6018, -1.3397)  0.70
H (-0.1805, 1.2159, -1.7616)  0.08
H (-1.9352, 0.6827, 0.2974)  0.11
H (-2.7722, 0.4669, 1.7986)  0.12


(15)
C3H3NO4 | ωB97M-V with the def2-TZVPD basis set

Its energy above the lowest of the compared OMol25 structures with the same formula, charge and spin is 117.47 kcal per mole.

Each line ends with the Löwdin charge.
Cartesian coordinates (Å):
C (1.4675, 0.1011, -0.2227)  -0.52
C (-0.0626, -0.0478, -0.2609)  -0.29
C (-1.9545, 0.5941, 0.2345)  -0.24
H (2.9904, -1.0962, 0.8213)  0.32
H (-2.2276, 0.6354, 1.3512)  0.15
H (-2.8466, 1.1712, -0.2714)  0.16
N (-0.6768, -1.1222, -0.2232)  0.20
O (1.9120, -1.0317, 0.2396)  0.04
O (2.1071, 1.0674, -0.0589)  0.16
O (-2.0736, -0.7701, -0.0420)  -0.06
O (-0.6807, 1.1419, 0.0057)  0.08


(16)
C3H3NO4 | ωB97M-V with the def2-TZVPD basis set

Its energy above the lowest of the compared OMol25 structures with the same formula, charge and spin is 112.43 kcal per mole.

Each line ends with the Löwdin charge.
Cartesian coordinates (Å):
O (2.2381, -0.7053, -0.2523)  0.14
C (1.2812, -0.0097, -0.1062)  -0.38
O (1.2135, 1.3710, -0.2637)  0.14
C (0.0263, -0.7062, 0.5525)  -0.25
O (-0.9995, -1.2199, -0.1925)  0.04
C (-1.6630, -0.1532, -0.6450)  -0.26
N (-1.5319, 0.9728, -0.1752)  0.22
O (-0.7069, 0.3930, 1.0801)  -0.08
H (0.4707, 1.6503, 0.1707)  0.02
H (0.3615, -1.6054, 1.1212)  0.19
H (-1.9369, -0.3503, -1.8462)  0.22


(17)
C3H3NOS | ωB97M-V with the def2-TZVPD basis set

Its energy above the lowest of the compared OMol25 structures with the same formula, charge and spin is 94.27 kcal per mole.

Each line ends with the Löwdin charge.
Cartesian coordinates (Å):
C (1.7310, 0.3517, 2.1871)  -0.06
C (1.0856, 0.4174, 1.1841)  -0.05
C (0.0456, 0.5728, -0.7015)  -0.44
N (-0.8991, -0.3031, -0.4979)  -0.32
O (0.4535, 1.3006, -1.5223)  0.15
S (-2.2109, -0.6203, -1.6354)  0.80
H (2.2727, 0.3083, 3.0910)  -0.01
H (-1.0043, -0.7251, 0.4139)  0.08
H (-1.4741, -1.3023, -2.5191)  -0.13


(18)
C3H3NOS | ωB97M-V with the def2-TZVPD basis set

Its energy above the lowest of the compared OMol25 structures with the same formula, charge and spin is 48.13 kcal per mole.

Each line ends with the Löwdin charge.
Cartesian coordinates (Å):
N (-1.8099, 2.7281, 1.6745)  0.19
C (-1.8929, 1.8355, 0.9593)  -0.39
O (-2.0479, 0.7512, 0.3219)  0.06
C (-0.8711, 0.0562, -0.0218)  -0.13
C (0.3113, 0.4759, 0.4272)  -0.44
S (1.8039, -0.2849, -0.2353)  0.73
H (-1.0945, -0.6752, -0.6360)  0.07
H (0.4721, 1.3424, 0.9662)  0.04
H (1.4260, -1.5608, -0.0297)  -0.13


(19)
C3H3NOS2 | ωB97M-V with the def2-TZVPD basis set

Its energy above the lowest of the compared OMol25 structures with the same formula, charge and spin is 58.42 kcal per mole.

Each line ends with the Löwdin charge.
Cartesian coordinates (Å):
O (0.5563, 2.0918, -0.4228)  0.05
C (-0.0640, 1.2844, 0.3054)  -0.38
N (0.0640, -0.0098, 0.2845)  -0.14
C (1.2389, -0.7023, -0.0144)  -0.64
S (2.8179, -0.2592, -0.0425)  0.71
C (-1.1938, -0.7143, -0.1722)  -0.55
S (-2.7115, -0.1129, -0.0655)  0.73
H (-0.6903, 1.7913, 1.0313)  0.13
H (1.0047, -1.6847, -0.2892)  0.03
H (-1.0222, -1.6843, -0.6145)  0.06


(20)
C3H3NOS2 | ωB97M-V with the def2-TZVPD basis set

Its energy above the lowest of the compared OMol25 structures with the same formula, charge and spin is 35.38 kcal per mole.

Each line ends with the Löwdin charge.
Cartesian coordinates (Å):
O (2.8868, 0.0737, 0.0548)  0.02
C (2.0407, -0.8128, -0.0623)  -0.26
C (0.6234, -0.4808, -0.1026)  -0.64
N (-0.3696, -1.3134, -0.0488)  -0.36
S (-1.9017, -0.7524, -0.1358)  0.85
C (-1.6423, 1.0250, 0.1715)  -0.69
S (0.1931, 1.2907, -0.2504)  0.87
H (2.2542, -1.8852, -0.3096)  0.14
H (-1.8281, 1.3697, 1.2480)  0.06
H (-2.2567, 1.4855, -0.5649)  0.00